1.
Here is a molecular structure, C3LiO6Ru in a non-equilibrium geometry from the Open Molecules 2025 dataset. Energies are from ωB97M-V with the def2-TZVPD basis set.

Geometry as XYZ:
```
11
Properties=species:S:1:pos:R:3
O -0.53370 2.10326 -0.24004
C -0.08367 0.96994 0.07409
O 0.92339 0.46926 -0.57501
C 0.90524 -1.39131 -1.71173
O -0.23586 -1.63000 -1.92990
O 2.03308 -1.73893 -1.82273
Li 1.04893 2.32636 -1.37368
C -0.67085 0.18694 1.20073
O -1.72223 0.59952 1.79084
O -0.09376 -0.86836 1.62255
Ru -1.57056 -1.02670 2.96488
```

As for the expectation value of S²: 12.02. As for the charge: +1. For the HOMO energy (spin up / spin down), the calculation gives -11.02 / -14.49 eV. Its spin multiplicity is 7. Its relative energy (zero: lowest compared OMol25 entry of this formula, charge and spin) is 0.0 kJ/mol.



2.
Here is 8 unconnected molecules or ions with the total composition C24H69O29P7 in a non-equilibrium geometry from the Open Molecules 2025 dataset. Energies are from ωB97M-V with the def2-TZVPD basis set.

Geometry as XYZ:
```
129
Properties=species:S:1:pos:R:3
C 0.79289 1.18436 1.38644
C 0.33185 2.21975 0.37283
O -0.78795 2.16452 -0.17756
C 1.51893 3.04691 -0.12888
H 1.45171 1.51064 2.13867
H 1.52658 0.49591 0.99033
H -0.08002 0.69641 1.61589
H 1.72541 2.94369 -1.13936
H 2.53669 2.80864 0.56679
H 1.35867 3.98365 0.21049
C 0.90733 4.42893 4.15517
O -0.37754 3.94671 3.65484
P -1.33303 2.93731 4.45182
O -0.58023 1.62076 4.40466
O -1.39374 3.34369 5.98067
C -2.46601 2.81627 6.77063
O -2.75588 2.78795 3.74929
C -3.08163 3.68459 2.74163
H 1.48278 4.65948 3.33356
H 1.28842 3.50320 4.56074
H 0.79113 5.27748 4.78195
H -2.42617 1.75482 7.09233
H -3.52954 2.99066 6.42145
H -2.72616 3.19982 7.64462
H -4.02448 3.38496 2.36797
H -2.22665 3.75976 2.13987
H -3.20518 4.65311 3.12051
C 5.51249 -4.63285 -1.53349
O 4.86388 -3.41377 -1.71508
P 3.62793 -2.89523 -0.79064
O 2.77584 -1.70869 -1.08199
O 2.61427 -4.18076 -0.90938
C 1.85734 -4.37795 -2.09170
O 3.86497 -3.06128 0.72806
C 3.28195 -2.23938 1.69606
H 6.40646 -4.49788 -1.81305
H 5.38522 -5.25447 -2.23535
H 5.57964 -4.92821 -0.48206
H 1.37347 -3.51799 -2.31160
H 1.17539 -5.30091 -1.75895
H 2.57661 -4.57157 -3.01923
H 3.79647 -2.48838 2.62310
H 2.15105 -2.61877 1.87039
H 3.45158 -1.10579 1.56786
C 0.07384 -2.42552 4.24204
O 0.50910 -1.07136 4.10847
P 1.58654 -0.31650 5.13490
O 2.51039 -1.40340 5.46339
O 2.40935 0.96532 4.66535
C 3.68581 0.74854 4.25034
O 0.78994 -0.07434 6.59051
C 0.95731 1.19984 7.26427
H 0.86926 -3.11739 4.38895
H -0.50374 -2.91445 3.42970
H -0.57606 -2.36940 5.08990
H 3.63458 0.16630 3.40308
H 4.24660 0.39135 5.19427
H 4.31057 1.73947 3.99610
H 0.26734 1.12270 8.15452
H 1.11555 1.82907 6.68851
H 2.07409 0.95522 7.72711
C -3.63020 -4.48795 -3.92032
O -3.34944 -3.49690 -2.87465
P -2.25431 -3.73263 -1.84570
O -1.19722 -4.31422 -2.62310
O -1.64133 -2.34323 -1.07984
C -0.81196 -2.42227 -0.06163
O -2.62588 -4.87642 -0.78213
C -1.82129 -5.93337 -0.45868
H -4.50445 -4.46473 -4.45465
H -3.48779 -5.44839 -3.38942
H -2.79284 -4.50872 -4.62955
H 0.09288 -2.76526 -0.48235
H -1.03091 -3.07026 0.84721
H -0.58696 -1.39167 0.35800
H -1.58397 -6.49202 -1.26833
H -2.30505 -6.41078 0.24020
H -0.97887 -5.60188 -0.11447
C -2.19070 1.19436 -2.86620
O -2.77856 1.02810 -4.12826
P -2.87750 2.25466 -5.17645
O -1.53955 2.31163 -5.86213
O -3.94195 2.01760 -6.40937
C -4.47354 0.71813 -6.77005
O -3.11139 3.66141 -4.47414
C -4.07320 4.55445 -5.06733
H -2.26255 0.32018 -2.26133
H -2.80039 2.13499 -2.27774
H -1.05963 1.74772 -2.90459
H -5.35096 0.84383 -7.32062
H -4.70526 0.36055 -5.67634
H -3.73215 0.12175 -7.25449
H -4.23182 5.34871 -4.35596
H -5.02512 4.17502 -5.36343
H -3.57461 4.71052 -6.03540
C -7.22780 -1.50182 0.86519
O -6.18504 -2.18773 1.57613
P -4.67595 -1.84017 1.21189
O -4.30501 -2.57766 -0.03979
O -4.48126 -0.22759 0.69511
C -3.28128 0.46269 0.89151
O -3.76150 -2.41963 2.39907
C -3.54674 -3.87110 2.55531
H -8.24300 -2.08454 0.88098
H -6.95377 -1.26755 -0.22722
H -7.37975 -0.49878 1.18731
H -3.06634 0.38035 2.02872
H -3.51899 1.50526 0.36199
H -2.42715 -0.12764 0.56452
H -3.45136 -4.32885 1.57960
H -4.63955 -4.05322 2.73451
H -2.99802 -4.09824 3.53323
C 4.77377 2.04545 -2.06367
O 5.41559 3.19421 -2.49630
P 5.91904 3.38502 -4.02996
O 7.28278 2.65889 -4.09276
O 4.95126 2.53652 -4.95596
C 5.33315 1.32441 -5.52335
O 6.21911 4.75331 -4.66466
C 7.15154 5.09455 -5.57381
H 4.50334 1.81273 -0.99916
H 5.32174 1.28831 -2.65865
H 3.68615 1.92328 -2.48277
H 6.04073 1.35773 -6.07909
H 4.44180 0.90084 -6.11102
H 5.98260 0.59143 -4.85320
H 6.74017 6.12037 -5.94596
H 7.58241 4.29937 -6.29593
H 8.06261 5.27138 -4.97036
```

For the HOMO energy, the calculation gives -9.19 eV. Its relative energy (zero: lowest compared OMol25 entry of this formula, charge and spin) is 1869.0 kJ/mol.